No. 1
Here is C8H10N2O2 in the gas phase from OMol25. Energies are from ωB97M-V with the def2-TZVPD basis set.

ORCA input file:
```
! wB97M-V def2-TZVPD RIJCOSX def2/J DEFGRID3
* xyz 0 1
O 0.494 2.117 0.062
O 3.049 1.082 -0.148
N -1.227 0.621 -0.079
N 0.657 -1.508 -0.077
C -1.587 -0.649 -0.087
C 2.547 -0.042 0.045
C -0.563 3.073 -0.004
C 1.021 -0.156 0.024
C 0.069 0.840 -0.023
C 3.239 -1.428 0.113
C -0.643 -1.712 -0.085
C -3.088 -0.974 0.029
H -1.022 -2.770 -0.132
H -1.224 2.996 -0.896
H -3.454 -1.804 -0.746
H -3.609 -0.015 0.112
H -1.086 3.020 0.930
H -0.043 4.097 -0.087
H -3.355 -1.381 1.052
H 2.783 -1.748 -0.899
H 4.408 -1.427 0.130
H 2.633 -2.234 0.768
*
```

Energy relative to the best compared isomer or geometry (same formula, charge and spin) in kJ/mol: 252.7
SMILES: COc1nc(C)cnc1C(C)=O
Orbital gap in eV: 9.0
Max |F| in eV/Å: 3.901


No. 2
Here is C8H10N2O2 in the gas phase from OMol25. Energies are from ωB97M-V with the def2-TZVPD basis set.

ORCA input file:
```
! wB97M-V def2-TZVPD RIJCOSX def2/J DEFGRID3
* xyz 0 1
O -0.417 3.072 1.034
O -0.189 3.546 -1.184
N -0.083 -0.525 0.144
N -0.582 -1.664 -1.868
C 1.178 -2.707 -0.524
C 0.034 -1.542 -0.746
C -1.472 1.540 -0.732
C 1.545 -1.489 1.469
C -1.285 0.362 0.254
C 1.913 -2.688 0.662
C -0.633 2.802 -0.378
C 0.719 -0.223 1.029
H 0.229 3.642 0.979
H -1.146 1.282 -1.869
H -2.259 -0.514 0.503
H 0.557 0.926 1.614
H 2.615 -1.136 2.040
H -2.612 1.833 -0.958
H -1.060 -0.653 -2.324
H 1.330 -3.273 -1.373
H -1.067 0.983 1.324
H 2.683 -3.574 0.904
*
```

Energy relative to the best compared isomer or geometry (same formula, charge and spin) in kJ/mol: 828.1
SMILES: [H]/N=c1/ccccn1CCC(=O)O
Orbital gap in eV: 7.7
Max |F| in eV/Å: 11.829


No. 3
Here is C8H10N2O2 in the gas phase from OMol25. Energies are from ωB97M-V with the def2-TZVPD basis set.

ORCA input file:
```
! wB97M-V def2-TZVPD RIJCOSX def2/J DEFGRID3
* xyz 0 3
O 3.802 -0.067 -0.236
O 2.552 1.734 -0.150
N 0.008 1.676 0.338
N -1.036 -0.219 -0.086
C -3.451 0.398 -0.390
C 2.708 0.417 -0.142
C -1.993 0.738 -0.021
C 0.189 0.411 0.124
C 1.451 -1.819 -0.423
C -1.312 1.880 0.229
C 1.618 -1.605 1.018
C 1.480 -0.415 0.052
H -3.364 -0.601 -0.799
H -3.710 1.088 -1.096
H 1.646 1.984 -0.277
H 0.357 -2.004 -0.755
H -1.731 2.895 0.478
H 2.778 -1.617 1.213
H 2.141 -2.367 -1.172
H -3.965 0.607 0.594
H -1.093 -1.255 -0.354
H 0.928 -1.860 1.855
*
```

Energy relative to the best compared isomer or geometry (same formula, charge and spin) in kJ/mol: 45.2
Orbital gap (spin up / spin down) in eV: 4.7 / 7.9
<S²>: 2.008
Max |F| in eV/Å: 6.781


No. 4
Here is C8H10N2O2S in the gas phase from OMol25. Energies are from ωB97M-V with the def2-TZVPD basis set.

ORCA input file:
```
! wB97M-V def2-TZVPD RIJCOSX def2/J DEFGRID3
* xyz 0 1
S -2.222 -3.127 1.194
O -0.952 -3.486 0.622
O -2.701 -3.696 2.435
N -2.022 -1.413 -0.461
N -2.917 -1.831 0.551
C 0.178 -0.358 -0.929
C 1.239 0.359 -0.386
C -2.262 -1.740 -1.854
C 2.277 1.938 1.171
C -0.772 -0.428 1.372
C 1.261 0.924 0.869
C -0.872 -0.687 -0.057
C 0.176 0.514 1.743
H 2.721 1.775 2.158
H 3.041 1.897 0.424
H -1.532 -0.432 2.079
H 0.157 -0.681 -1.908
H 0.242 0.723 2.779
H -1.701 -2.596 -2.153
H 1.733 2.863 1.152
H -3.200 -2.140 -2.111
H 1.964 0.564 -1.133
H -2.192 -0.855 -2.435
*
```

Energy relative to the best compared isomer or geometry (same formula, charge and spin) in kJ/mol: 471.3
SMILES: Cc1ccc(N(C)N=S(=O)=O)cc1
Orbital gap (spin up / spin down) in eV: 7.2 / 7.2
Max |F| in eV/Å: 4.285


No. 5
Here is 2 unconnected molecules or ions with the total composition C8H10N2O3 from OMol25. Energies are from ωB97M-V with the def2-TZVPD basis set.

ORCA input file:
```
! wB97M-V def2-TZVPD RIJCOSX def2/J DEFGRID3
* xyz 0 1
O 0.052 0.087 2.058
O -1.680 -1.774 -1.056
O -0.517 -3.082 0.246
N -0.524 -1.970 -0.257
N -1.907 0.507 0.870
C 0.456 0.209 -0.927
C -0.842 0.323 1.347
C 1.527 0.975 -0.683
C -2.830 0.987 -0.122
C 1.645 -1.551 0.498
C 2.541 0.673 0.269
C 0.393 -1.042 -0.176
C 2.728 -0.578 0.720
H 1.228 -2.141 1.450
H -3.666 0.891 0.505
H -2.583 2.134 -0.371
H -2.750 0.377 -0.975
H 2.183 -2.480 0.023
H 3.311 1.542 0.360
H -0.195 0.517 -1.641
H 3.568 -0.837 1.335
H -2.240 -2.540 -1.151
H 1.549 1.894 -1.382
*
```

Energy relative to the best compared isomer or geometry (same formula, charge and spin) in kJ/mol: 664.9
SMILES: [O-]/[N+](O)=C1/C=CC=CC1.CN=C=O
Orbital gap (spin up / spin down) in eV: 8.0 / 8.0
Max |F| in eV/Å: 4.029


No. 6
Here is a molecular structure, C8H10N2O5Sn from OMol25. Energies are from ωB97M-V with the def2-TZVPD basis set.

ORCA input file:
```
! wB97M-V def2-TZVPD RIJCOSX def2/J DEFGRID3
* xyz 2 1
Sn 0.110 0.500 0.145
O 0.431 2.537 0.418
O -2.544 0.263 2.789
O 2.411 0.349 -2.734
O -2.368 1.682 -2.190
O 2.748 -1.700 2.339
N 2.625 2.322 1.064
N 1.675 4.393 0.400
C 1.729 0.182 -1.830
C -1.643 0.358 2.089
C 1.584 3.102 0.677
C -0.661 -2.906 -1.690
C -1.616 -3.033 -0.758
C -1.699 0.995 -1.554
C 2.001 -1.040 1.778
C 0.522 5.117 -0.129
H -0.831 -2.318 -2.600
H 3.507 2.724 1.341
H 0.085 5.758 0.643
H -0.202 4.368 -0.458
H 0.357 -3.296 -1.568
H -2.563 -2.495 -0.849
H -1.450 -3.521 0.207
H 0.840 5.733 -0.970
H 2.421 1.354 1.324
H 2.538 4.899 0.575
*
```

Energy relative to the best compared isomer or geometry (same formula, charge and spin) in kJ/mol: 0.0
Orbital gap in eV: 8.0
Max |F| in eV/Å: 5.254


No. 7
Here is C8H10N2OS in the gas phase from OMol25. Energies are from ωB97M-V with the def2-TZVPD basis set.

ORCA input file:
```
! wB97M-V def2-TZVPD RIJCOSX def2/J DEFGRID3
* xyz 0 1
S -0.903 1.833 0.268
O -3.924 -1.443 0.904
N -1.657 -1.747 0.552
N -2.780 -0.534 -0.887
C 2.837 0.644 0.488
C -2.919 -1.240 0.275
C 0.819 0.484 2.265
C -0.699 -1.209 -0.273
C -0.948 1.084 -1.383
C -1.411 -0.396 -1.307
C 1.639 0.634 1.032
C 0.230 0.696 0.911
H 0.806 1.286 2.993
H -3.519 0.049 -1.239
H 0.724 -0.498 2.715
H -1.264 -0.801 -2.322
H 0.055 1.125 -1.807
H 2.975 0.802 -0.570
H -1.466 -2.281 1.382
H -1.632 1.671 -1.994
H 3.727 0.512 1.082
H 0.225 -1.727 -0.449
*
```

Energy relative to the best compared isomer or geometry (same formula, charge and spin) in kJ/mol: 285.9
Orbital gap (spin up / spin down) in eV: 7.3 / 7.3
Max |F| in eV/Å: 2.676


No. 8
Here is a molecular structure, C8H10N2OW from OMol25. Energies are from ωB97M-V with the def2-TZVPD basis set.

ORCA input file:
```
! wB97M-V def2-TZVPD RIJCOSX def2/J DEFGRID3
* xyz 0 3
W -0.134 0.706 -0.018
O -3.018 -2.093 2.058
N -1.568 -0.684 0.738
N 0.046 2.325 0.877
C -0.888 1.548 -1.548
C 1.888 0.214 1.229
C 2.095 0.508 -0.174
C 1.789 -0.667 -0.904
C -2.289 -1.401 1.404
C -0.719 0.212 -2.146
C 1.465 -1.163 1.342
C 1.415 -1.705 0.035
H 1.829 -0.764 -2.004
H 2.523 1.428 -0.572
H 1.177 -2.714 -0.234
H 1.273 -1.664 2.262
H -0.619 3.211 0.848
H -1.841 1.768 -1.132
H -1.659 -0.338 -2.304
H -0.248 2.282 -1.904
H 0.079 0.169 -2.921
H 2.039 0.922 2.049
*
```

Orbital gap (spin up / spin down) in eV: 7.4 / 6.6
<S²>: 2.013
Max |F| in eV/Å: 9.665


No. 9
Here is C8H10N2S in the gas phase from OMol25. Energies are from ωB97M-V with the def2-TZVPD basis set.

ORCA input file:
```
! wB97M-V def2-TZVPD RIJCOSX def2/J DEFGRID3
* xyz 0 1
S 4.379 0.039 1.266
N -1.718 1.414 -1.099
N 2.755 -0.210 0.668
C -1.759 0.023 0.776
C -0.936 0.463 -0.357
C -1.403 -0.895 1.641
C -2.949 1.422 -0.553
C 1.240 -0.792 -1.148
C 0.247 -0.074 -0.727
C 2.683 -0.519 -0.821
C -3.038 0.660 0.508
H 1.071 -1.535 -1.824
H 2.373 -0.881 1.225
H 3.281 0.303 -1.174
H -2.029 -1.355 2.242
H 3.206 -1.437 -0.979
H -3.814 1.882 -1.063
H -1.493 1.879 -1.972
H 2.234 0.680 0.744
H -3.935 0.356 1.042
H -0.395 -1.423 1.604
*
```

Energy relative to the best compared isomer or geometry (same formula, charge and spin) in kJ/mol: 385.9
SMILES: C=c1cc[nH]c1=C=CC[NH2+][S-]
Orbital gap in eV: 7.5
Max |F| in eV/Å: 4.850


No. 10
Here is C8H10N2Si in the gas phase from OMol25. Energies are from ωB97M-V with the def2-TZVPD basis set.

ORCA input file:
```
! wB97M-V def2-TZVPD RIJCOSX def2/J DEFGRID3
* xyz 0 1
Si -1.265 -0.197 0.384
N -0.788 -0.095 -1.274
N 0.111 -0.010 1.426
C -0.744 0.180 -3.459
C 0.354 -0.623 -1.736
C 0.424 -0.469 -3.055
C 2.002 0.551 2.423
C -0.035 -0.305 2.726
C 1.296 0.523 1.228
C 1.117 0.050 3.401
C -1.505 0.406 -2.358
H 1.392 -0.767 -3.638
H -0.993 0.486 -4.429
H 1.055 -1.053 -0.969
H 1.216 0.239 4.492
H -2.115 -1.409 0.591
H 1.599 0.508 0.162
H 2.904 1.123 2.783
H -2.457 0.808 0.649
H -1.068 -0.610 3.029
H -2.500 0.666 -2.375
*
```

Energy relative to the best compared isomer or geometry (same formula, charge and spin) in kJ/mol: 120.4
SMILES: c1ccn([SiH2]n2cccc2)c1
Orbital gap in eV: 9.5
Max |F| in eV/Å: 4.550


No. 11
Here is 2 unconnected molecules or ions with the total composition C8H10N3 from OMol25. Energies are from ωB97M-V with the def2-TZVPD basis set.

ORCA input file:
```
! wB97M-V def2-TZVPD RIJCOSX def2/J DEFGRID3
* xyz 1 1
N 2.696 -1.278 0.360
N 4.527 1.203 -0.521
N 2.678 -0.016 0.654
C -2.928 1.500 0.470
C -2.588 -0.886 -0.220
C -0.671 0.416 0.373
C -0.437 -1.944 -0.289
C 1.503 -0.667 0.337
C -1.799 -2.006 -0.463
C -2.039 0.336 0.199
C 0.146 -0.720 0.137
H 0.193 -2.798 -0.476
H -2.261 -2.924 -0.789
H 4.488 1.408 -1.510
H -3.658 -0.955 -0.359
H -3.706 1.578 -0.283
H -2.367 2.430 0.501
H 5.286 0.576 -0.300
H -3.418 1.367 1.435
H 4.569 2.045 0.035
H -0.215 1.334 0.708
*
```

Energy relative to the best compared isomer or geometry (same formula, charge and spin) in kJ/mol: 231.7
Orbital gap in eV: 7.7
Max |F| in eV/Å: 1.457


No. 12
Here is a gas-phase ion, C8H10N3O (charge +1) from OMol25. Energies are from ωB97M-V with the def2-TZVPD basis set.

ORCA input file:
```
! wB97M-V def2-TZVPD RIJCOSX def2/J DEFGRID3
* xyz 1 1
O -4.600 0.532 0.405
N -4.018 -0.638 0.683
N 1.590 -1.022 -0.225
N 0.095 0.471 0.327
C 1.392 1.101 0.657
C -2.738 0.480 -0.865
C -1.992 -1.820 0.113
C -2.859 -0.712 -0.004
C -3.797 1.252 -0.467
C 2.468 0.023 0.301
C 0.290 -0.803 -0.038
C -0.642 -1.858 -0.115
H -2.703 -2.671 0.142
H 1.570 2.003 0.090
H -0.667 0.774 0.789
H 2.063 -1.880 -0.526
H 1.386 1.344 1.676
H -4.292 2.113 -0.830
H 3.148 0.641 -0.452
H 3.095 -0.247 1.044
H -1.941 0.833 -1.460
H -0.231 -2.803 -0.376
*
```

Energy relative to the best compared isomer or geometry (same formula, charge and spin) in kJ/mol: 262.0
SMILES: C(=C/c1ccon1)/C1=[NH+]CCN1
Orbital gap in eV: 8.5
Max |F| in eV/Å: 6.009